# 1
The following is a DFT calculation (ωB97M-V/def2-TZVPD) of C31H33Cl5HfN4OP as an isolated structure.

Results
HOMO energy ... -4.52 eV
Charge ... -1
E ... -113905.0705 eV
E_LUMO ... 0.087 hartree
Orbital gap ... 6.879 eV
ΔE to the lowest compared entry with this formula, charge and spin ... 0.0 kJ/mol

Element x y z (Å)
Hf1 1.14 0.09 0.51
Cl1 -2.47 4.85 4.93
C1 -1.36 4.04 3.89
C2 -1.19 2.66 3.98
Cl2 -2.09 1.75 5.13
C3 -0.30 2.01 3.14
Cl3 -0.06 0.30 3.25
C4 0.44 2.68 2.14
O1 1.21 2.08 1.31
C5 0.26 4.09 2.10
Cl4 1.14 4.94 0.89
C6 -0.62 4.75 2.94
Cl5 -0.82 6.46 2.81
N1 1.75 -1.90 1.40
P1 -1.25 -1.37 0.01
C7 -2.79 -1.78 0.93
C8 -3.23 -3.10 1.01
C9 -4.31 -3.43 1.82
C10 -4.94 -2.46 2.58
C11 -4.48 -1.15 2.53
C12 -3.41 -0.81 1.71
C13 -1.54 -2.09 -1.67
C14 -2.69 -2.71 -2.15
C15 -2.75 -3.16 -3.46
C16 -1.66 -2.99 -4.31
C17 -0.51 -2.38 -3.84
C18 -0.44 -1.94 -2.53
C19 2.95 -1.58 1.86
C20 4.00 -2.43 2.28
C21 5.18 -1.87 2.70
C22 5.34 -0.48 2.72
C23 4.27 0.29 2.29
N2 3.12 -0.23 1.89
H1 1.56 -2.88 1.25
H2 -2.72 -3.87 0.45
H3 -4.65 -4.46 1.87
H4 -5.78 -2.72 3.21
H5 -4.96 -0.38 3.13
H6 -3.03 0.20 1.69
H7 -3.56 -2.82 -1.51
H8 -3.65 -3.64 -3.83
H9 -1.72 -3.34 -5.34
H10 0.34 -2.24 -4.50
H11 0.45 -1.45 -2.15
H12 3.87 -3.51 2.25
H13 6.00 -2.51 3.02
H14 6.26 -0.02 3.05
H15 4.34 1.37 2.27
C24 -0.82 1.89 -1.93
C25 -1.76 1.25 -0.90
C26 -2.29 2.36 0.02
C27 -2.98 0.69 -1.66
N3 -1.01 0.25 -0.12
H16 -1.34 2.63 -2.54
H17 -0.41 1.11 -2.57
H18 0.02 2.37 -1.42
H19 -2.74 3.16 -0.57
H20 -1.49 2.79 0.61
H21 -3.06 1.97 0.70
H22 -3.58 1.52 -2.04
H23 -3.61 0.10 -0.99
H24 -2.68 0.08 -2.50
C28 2.44 0.28 -3.51
C29 3.07 0.42 -2.11
C30 3.61 1.84 -1.94
C31 4.25 -0.57 -2.00
N4 2.10 0.14 -1.09
H25 3.17 0.48 -4.31
H26 1.61 0.98 -3.62
H27 2.06 -0.74 -3.63
H28 4.34 2.10 -2.71
H29 4.08 1.91 -0.95
H30 2.78 2.55 -1.98
H31 5.01 -0.38 -2.77
H32 3.88 -1.59 -2.10
H33 4.70 -0.46 -1.01

---

# 2
The following is a DFT calculation (ωB97M-V/def2-TZVPD) of C56H42AsF8N5O2Ta as an isolated structure.

Results
HOMO energy (alpha / beta) ... -12.10 / -12.10 eV
Charge ... +2
E ... -154422.2242 eV
E_LUMO (alpha / beta) ... -0.241 / -0.349 hartree
Multiplicity ... 2
Orbital gap (alpha / beta) ... 5.552 / 2.604 eV
ΔE to the lowest compared entry with this formula, charge and spin ... 154.3 kJ/mol

Element x y z (Å)
Ta1 0.07 0.87 0.67
O1 0.83 2.50 0.86
C1 1.63 3.68 0.66
C2 2.89 3.08 0.01
C3 2.60 2.40 -1.30
C4 3.28 2.86 -2.41
C5 3.13 2.23 -3.63
C6 2.29 1.13 -3.68
C7 1.60 0.73 -2.55
C8 0.76 -0.52 -2.66
C9 -0.69 -0.37 -2.23
O2 -0.61 0.02 -0.85
C10 -1.46 0.70 -3.00
C11 -1.01 1.17 -4.23
C12 -1.75 2.12 -4.93
C13 -2.95 2.59 -4.42
C14 -3.41 2.10 -3.20
C15 -2.68 1.15 -2.51
C16 -1.43 -1.70 -2.29
C17 -1.21 -2.59 -3.35
C18 -1.90 -3.79 -3.41
C19 -2.83 -4.12 -2.43
C20 -3.08 -3.22 -1.40
C21 -2.38 -2.02 -1.33
N1 1.74 1.35 -1.36
C22 1.85 4.24 2.05
C23 0.75 4.76 2.72
C24 0.87 5.22 4.02
C25 2.10 5.16 4.66
C26 3.21 4.66 4.00
C27 3.08 4.19 2.69
C28 0.97 4.65 -0.30
C29 0.11 4.24 -1.32
C30 -0.38 5.16 -2.24
C31 -0.02 6.49 -2.16
C32 0.85 6.91 -1.15
C33 1.33 5.99 -0.23
H1 3.35 2.38 0.72
H2 3.63 3.87 -0.17
H3 3.93 3.72 -2.31
H4 3.67 2.56 -4.51
H5 2.16 0.58 -4.60
H6 1.17 -1.33 -2.03
H7 0.84 -0.88 -3.68
H8 -0.09 0.81 -4.67
H9 -1.39 2.47 -5.89
H10 -3.53 3.32 -4.96
H11 -4.35 2.44 -2.80
H12 -3.06 0.74 -1.59
H13 -0.52 -2.35 -4.14
H14 -1.72 -4.47 -4.23
H15 -3.37 -5.05 -2.48
H16 -3.83 -3.45 -0.65
H17 -2.59 -1.33 -0.53
H18 -0.21 4.82 2.21
H19 0.01 5.63 4.53
H20 2.20 5.54 5.68
H21 4.17 4.65 4.48
H22 3.97 3.83 2.18
H23 -0.18 3.21 -1.43
H24 -1.06 4.82 -3.01
H25 -0.40 7.21 -2.87
H26 1.14 7.95 -1.08
H27 1.99 6.33 0.56
F1 -1.48 0.15 6.05
C34 -0.48 0.22 5.22
C35 -0.77 0.34 3.85
C36 0.24 0.43 2.92
C37 1.57 0.36 3.44
C38 1.82 0.29 4.85
F2 3.06 0.25 5.31
C39 0.81 0.22 5.75
C40 2.62 0.21 2.45
C41 3.99 0.17 2.72
C42 4.89 -0.20 1.74
C43 4.38 -0.59 0.51
C44 3.01 -0.44 0.28
N2 2.15 0.02 1.18
H28 -1.82 0.40 3.61
H29 0.98 0.13 6.82
H30 4.34 0.41 3.71
H31 5.95 -0.23 1.94
H32 5.01 -0.96 -0.28
H33 2.63 -0.69 -0.69
N3 -2.49 -6.38 1.04
C45 -2.60 -7.62 0.45
C46 -3.52 -8.65 0.59
C47 -3.32 -9.76 -0.20
C48 -2.24 -9.85 -1.10
C49 -1.33 -8.83 -1.23
C50 -1.52 -7.69 -0.45
N4 -0.78 -6.53 -0.38
C51 -1.38 -5.78 0.51
C52 -0.93 -4.44 0.82
C53 0.23 -3.95 0.22
C54 0.60 -2.64 0.42
N5 -0.09 -1.76 1.16
C55 -1.17 -2.25 1.78
C56 -1.61 -3.56 1.66
H34 -3.09 -6.01 1.75
H35 -4.35 -8.59 1.28
H36 -4.01 -10.59 -0.13
H37 -2.13 -10.75 -1.69
H38 -0.50 -8.89 -1.92
H39 0.81 -4.60 -0.42
H40 1.49 -2.28 -0.07
H41 -1.74 -1.57 2.39
H42 -2.51 -3.84 2.19
F3 -1.68 2.30 -0.01
As1 -2.82 2.13 1.37
F4 -1.98 0.42 1.33
F5 -3.31 3.73 1.33
F6 -3.64 1.66 2.78
F7 -4.02 1.53 0.35
F8 -1.39 2.49 2.31

---

# 3
The following is a DFT calculation (ωB97M-V/def2-TZVPD) of a 2-piece molecular cluster, CH4O2P2 overall.

Results
HOMO energy ... -9.26 eV
SMILES ... O=PO.C=P
E ... -23773.2152 eV
E_LUMO ... -0.021 hartree
Orbital gap ... 8.682 eV
ΔE to the lowest compared entry with this formula, charge and spin ... 187.6 kJ/mol

Element x y z (Å)
O1 -1.53 -0.66 -0.06
P1 -1.39 0.83 -0.03
O2 -2.62 1.28 0.89
H1 -2.83 0.74 1.64
C1 1.91 -0.14 -0.83
P2 1.30 -0.40 0.69
H2 2.35 0.88 -1.09
H3 2.23 -0.90 -1.51
H4 0.57 -1.63 0.31

---

# 4
The following is a DFT calculation (ωB97M-V/def2-TZVPD) of a 2-piece molecular cluster, C3H5BrS overall.

Results
HOMO energy (alpha / beta) ... -8.15 / -9.53 eV
E ... -84064.9471 eV
E_LUMO (alpha / beta) ... -0.018 / -0.024 hartree
Orbital gap (alpha / beta) ... 7.654 / 8.872 eV
ΔE to the lowest compared entry with this formula, charge and spin ... 417.9 kJ/mol

Element x y z (Å)
C1 -0.59 -0.31 -0.20
C2 0.03 -0.83 1.02
C3 0.03 0.83 -0.95
S1 0.28 -1.94 -0.26
Br1 -0.67 -1.12 2.71
H1 -1.67 -0.39 -0.29
H2 2.05 0.40 1.35
H3 -0.52 1.75 -0.73
H4 0.00 0.65 -2.02
H5 1.07 0.96 -0.64

---

# 5
The following is a DFT calculation (ωB97M-V/def2-TZVPD) of C19H13ClKN5SSe as an isolated structure.

Results
HOMO energy ... -6.29 eV
E ... -132391.5518 eV
E_LUMO ... -0.072 hartree
Orbital gap ... 4.343 eV

Element x y z (Å)
K1 -0.12 0.25 -0.12
S1 -4.25 -2.07 -2.14
C1 -3.23 -1.93 -3.50
C2 -1.99 -1.44 -3.18
C3 -1.83 -1.14 -1.81
C4 -2.95 -1.43 -1.10
C5 -3.17 -1.33 0.32
C6 -4.34 -1.83 0.90
C7 -4.52 -1.75 2.27
C8 -3.52 -1.15 3.03
C9 -2.40 -0.67 2.37
N1 -2.22 -0.75 1.06
H1 -3.60 -2.21 -4.47
H2 -1.22 -1.31 -3.93
H3 -5.09 -2.30 0.28
H4 -5.41 -2.13 2.73
H5 -3.61 -1.06 4.10
H6 -1.60 -0.19 2.92
Se1 3.51 3.77 1.26
N2 3.67 3.34 2.96
C10 2.90 2.28 3.20
C11 2.71 1.63 4.43
C12 1.88 0.54 4.44
C13 1.25 0.12 3.26
N3 1.37 0.71 2.09
C14 2.17 1.78 2.05
N4 2.38 2.46 0.92
H7 3.22 1.99 5.31
H8 1.70 0.01 5.36
H9 0.61 -0.75 3.28
Cl1 1.34 0.35 -5.91
C15 2.08 0.64 -4.38
C16 3.42 0.98 -4.28
C17 3.95 1.17 -3.01
C18 3.11 1.02 -1.91
N5 1.83 0.71 -2.01
C19 1.32 0.52 -3.22
H10 4.03 1.09 -5.16
H11 4.99 1.44 -2.88
H12 3.48 1.17 -0.91
H13 0.27 0.27 -3.27

---

# 6
The following is a DFT calculation (ωB97M-V/def2-TZVPD) of a 2-piece molecular cluster, C5H5Cl2NS overall.

Results
HOMO energy ... -9.18 eV
SMILES ... [H]/N=C(\Cl)c1cccs1.Cl
E ... -42635.5140 eV
E_LUMO ... -0.011 hartree
Orbital gap ... 8.869 eV
ΔE to the lowest compared entry with this formula, charge and spin ... 62.3 kJ/mol

Element x y z (Å)
H1 -0.60 -1.35 3.08
N1 -0.85 -1.04 2.15
C1 0.17 -0.81 1.41
Cl1 1.74 -1.02 2.10
C2 0.08 -0.35 0.07
C3 1.06 -0.07 -0.87
C4 0.45 0.15 -2.14
C5 -0.92 0.04 -2.11
S1 -1.52 -0.25 -0.57
H2 2.10 0.05 -0.39
H3 0.97 0.53 -3.01
H4 -1.38 0.47 -3.00
Cl2 -0.46 2.36 1.38
H5 -0.84 1.30 1.89

---

# 7
The following is a DFT calculation (ωB97M-V/def2-TZVPD) of an isolated ion of composition C8H10N5O2 and charge +1.

Results
HOMO energy ... -12.80 eV
Charge ... +1
SMILES ... N[C@H](c1[nH]cc[nH+]1)n1ccc(=O)[nH]c1=O
E ... -19996.6032 eV
E_LUMO ... -0.104 hartree
Orbital gap ... 9.970 eV
ΔE to the lowest compared entry with this formula, charge and spin ... 182.2 kJ/mol

Element x y z (Å)
N1 -0.80 -2.08 1.01
C1 -0.38 -0.86 0.94
C2 -1.61 0.20 0.13
N2 -2.54 -0.30 -0.65
C3 -3.32 0.80 -1.09
C4 -2.84 1.91 -0.41
N3 -1.73 1.50 0.24
N4 0.93 -0.53 0.33
C5 1.71 -1.36 -0.37
C6 2.89 -1.03 -0.89
C7 3.54 0.28 -0.45
O1 4.63 0.70 -0.77
N5 2.62 1.12 0.25
C8 1.40 0.78 0.61
O2 0.64 1.56 1.27
H1 -0.69 -2.67 0.21
H2 -0.48 -2.47 1.79
H3 -0.38 -0.15 1.89
H4 -2.70 -1.29 -0.74
H5 -4.19 0.74 -1.73
H6 -3.04 2.91 -0.68
H7 -0.93 2.02 0.78
H8 1.13 -2.28 -0.61
H9 3.46 -1.65 -1.54
H10 2.70 2.14 0.48

---

# 8
The following is a DFT calculation (ωB97M-V/def2-TZVPD) of C34H26Cl2N4O5S4Zr as an isolated structure.

Results
HOMO energy ... -7.04 eV
E ... -121548.7306 eV
E_LUMO ... -0.033 hartree
Orbital gap ... 6.136 eV
ΔE to the lowest compared entry with this formula, charge and spin ... 14.8 kJ/mol

Element x y z (Å)
Zr1 -0.50 -0.33 -0.06
O1 -1.19 -4.86 -5.31
C1 -1.23 -4.08 -4.40
S1 -1.14 -2.32 -4.61
C2 -1.19 -1.91 -2.90
C3 -1.29 -2.92 -2.03
S2 -1.37 -2.76 -0.29
S3 -1.39 -4.54 -2.70
S4 -1.10 -0.20 -2.50
C4 5.46 -0.41 2.86
O2 5.24 0.75 2.05
C5 5.79 0.67 0.79
C6 6.95 1.38 0.52
C7 7.51 1.34 -0.75
C8 6.90 0.60 -1.75
C9 5.73 -0.09 -1.48
C10 5.16 -0.06 -0.21
N1 3.98 -0.81 0.04
C11 2.73 -0.24 0.13
N2 2.66 0.96 0.73
C12 1.72 1.99 0.46
C13 0.45 1.75 -0.02
C14 -0.35 2.88 -0.27
C15 0.11 4.16 -0.04
C16 1.39 4.37 0.47
C17 2.20 3.29 0.72
O3 3.47 3.35 1.21
C18 4.00 4.64 1.50
N3 1.67 -0.88 -0.31
C19 1.93 -1.92 -1.27
C20 1.86 -3.26 -0.94
C21 2.06 -4.24 -1.91
C22 2.32 -3.86 -3.21
C23 2.42 -2.52 -3.56
C24 2.24 -1.54 -2.58
O4 2.38 -0.21 -2.79
C25 2.29 0.25 -4.13
H1 4.96 -0.22 3.81
H2 6.53 -0.54 3.03
H3 5.05 -1.30 2.39
H4 7.41 1.95 1.32
H5 8.41 1.89 -0.96
H6 7.32 0.57 -2.74
H7 5.22 -0.65 -2.26
H8 3.95 -1.71 -0.42
H9 3.50 1.26 1.21
H10 -1.37 2.75 -0.63
H11 -0.53 5.01 -0.23
H12 1.74 5.38 0.66
H13 5.00 4.47 1.88
H14 3.40 5.15 2.26
H15 4.04 5.25 0.60
H16 1.60 -3.54 0.07
H17 1.97 -5.29 -1.65
H18 2.45 -4.61 -3.98
H19 2.62 -2.23 -4.58
H20 2.22 1.33 -4.07
H21 1.38 -0.14 -4.61
H22 3.17 -0.03 -4.71
Cl1 -3.97 2.18 2.52
C26 -2.64 1.35 3.24
C27 -2.44 1.45 4.63
C28 -1.40 0.80 5.24
Cl2 -1.18 0.95 6.96
C29 -0.50 0.02 4.48
C30 0.60 -0.70 5.00
C31 1.40 -1.42 4.15
C32 1.12 -1.42 2.78
N4 0.11 -0.76 2.26
C33 -0.71 -0.06 3.10
C34 -1.80 0.59 2.46
O5 -1.93 0.42 1.16
H23 -3.12 2.05 5.22
H24 0.80 -0.67 6.06
H25 2.25 -1.98 4.52
H26 1.75 -1.96 2.08

---

# 9
The following is a DFT calculation (ωB97M-V/def2-TZVPD) of a 2-piece molecular cluster, C5H10O overall.

Results
HOMO energy (alpha / beta) ... -7.14 / -7.85 eV
E ... -7390.1648 eV
E_LUMO (alpha / beta) ... 0.011 / 0.036 hartree
Orbital gap (alpha / beta) ... 7.436 / 8.814 eV
ΔE to the lowest compared entry with this formula, charge and spin ... 443.9 kJ/mol

Element x y z (Å)
C1 1.73 0.46 -0.15
C2 2.29 1.03 1.12
C3 -1.90 0.29 0.43
C4 -0.86 -1.19 -1.49
C5 -0.97 -0.84 -0.07
O1 2.17 0.25 -1.29
H1 1.55 0.85 2.01
H2 2.15 2.07 0.95
H3 3.36 1.05 1.40
H4 -1.51 0.64 1.39
H5 -2.06 1.03 -0.26
H6 -2.91 -0.10 0.85
H7 0.10 -1.63 -1.64
H8 -1.02 -0.31 -2.10
H9 -1.54 -2.09 -1.73
H10 -0.58 -1.50 0.59

---

# 10
The following is a DFT calculation (ωB97M-V/def2-TZVPD) of C16H12FNO6P as an isolated structure.

Results
HOMO energy ... -5.08 eV
Charge ... -1
E ... -42570.9907 eV
E_LUMO ... 0.096 hartree
Orbital gap ... 7.682 eV
ΔE to the lowest compared entry with this formula, charge and spin ... 0.0 kJ/mol

Element x y z (Å)
O1 3.74 0.76 1.97
O2 1.90 -0.01 3.46
F1 -3.70 1.38 -0.19
N1 -1.18 0.27 -0.81
O3 1.78 1.24 -4.70
O4 3.65 1.32 -3.41
O5 4.04 -1.26 2.97
O6 2.19 -0.96 1.18
C1 -1.29 -0.29 0.31
C2 -5.21 -0.77 2.19
C3 -4.09 -1.43 2.77
C4 -5.02 0.15 1.22
C5 0.24 0.90 -2.77
C6 -2.85 -1.38 2.10
C7 2.51 0.69 -1.28
C8 -3.77 0.36 0.69
C9 0.10 0.59 -1.40
C10 1.45 1.02 -3.39
C11 2.57 1.05 -2.65
C12 -2.66 -0.44 1.00
C13 1.29 0.44 -0.65
C14 3.20 1.08 -4.70
C15 -0.18 -0.81 1.01
C16 1.14 -0.08 0.79
P1 2.89 -0.31 2.43
H1 4.79 -0.99 2.50
H2 -6.16 -0.97 2.66
H3 -4.11 -2.04 3.68
H4 -5.77 0.76 0.87
H5 -0.65 1.03 -3.38
H6 -2.00 -2.00 2.45
H7 3.44 0.64 -0.74
H8 3.48 0.11 -4.94
H9 3.68 1.75 -5.47
H10 -0.10 -1.85 0.79
H11 -0.37 -0.79 2.09
H12 1.02 0.85 1.35

---

# 11
The following is a DFT calculation (ωB97M-V/def2-TZVPD) of a 2-piece molecular cluster, C13H20Cl2NO3P overall.

Results
HOMO energy ... -9.68 eV
SMILES ... NCC1=C(Cl)C(=O)C(Cl)=C([PH2]=O)C1=O.CCCCCC
E ... -55764.3147 eV
E_LUMO ... -0.091 hartree
Orbital gap ... 7.209 eV

Element x y z (Å)
N1 3.51 2.08 -0.46
C1 3.59 1.49 -1.85
C2 3.08 -0.06 -1.98
C3 1.83 -0.64 -1.43
Cl1 0.66 0.41 -0.44
C4 1.53 -2.25 -1.76
O1 0.25 -2.67 -1.87
C5 2.84 -3.26 -1.91
Cl2 2.85 -5.06 -1.44
C6 4.10 -2.67 -2.44
P1 5.78 -3.57 -2.66
O2 6.87 -2.69 -1.87
C7 4.06 -1.07 -2.87
O3 4.78 -0.52 -3.85
H1 3.81 1.42 0.29
H2 2.58 2.52 -0.26
H3 4.75 1.53 -2.16
H4 3.02 2.16 -2.64
H5 6.21 -3.68 -4.04
H6 5.69 -4.83 -1.96
C8 -1.34 0.13 2.12
C9 -2.42 0.35 1.07
C10 -3.03 1.75 1.10
C11 -3.76 2.11 2.40
C12 -4.90 1.17 2.78
C13 -6.03 1.15 1.76
H7 -1.74 0.23 3.13
H8 -0.92 -0.87 2.03
H9 -0.53 0.85 2.00
H10 -3.20 -0.41 1.18
H11 -1.97 0.19 0.08
H12 -3.71 1.85 0.25
H13 -2.23 2.49 0.93
H14 -4.15 3.13 2.30
H15 -3.04 2.15 3.23
H16 -5.31 1.50 3.75
H17 -4.53 0.15 2.94
H18 -6.45 2.15 1.63
H19 -6.84 0.49 2.11
H20 -5.69 0.78 0.79

---

# 12
The following is a DFT calculation (ωB97M-V/def2-TZVPD) of one molecule with the formula C4H4O2.

Results
HOMO energy ... -9.76 eV
SMILES ... C#C[C@H](O)C=O
E ... -8303.6210 eV
E_LUMO ... 0.014 hartree
Orbital gap ... 10.143 eV
ΔE to the lowest compared entry with this formula, charge and spin ... 333.5 kJ/mol

Element x y z (Å)
C1 0.38 1.81 -1.59
C2 0.06 0.84 -0.98
C3 -0.14 -0.35 -0.01
O1 -1.51 -0.42 0.42
C4 0.62 -0.73 1.54
O2 1.00 -1.79 1.86
H1 0.45 2.54 -2.35
H2 0.14 -1.25 -0.60
H3 -2.02 -0.83 -0.34
H4 1.02 0.17 2.05

---

# 13
The following is a DFT calculation (ωB97M-V/def2-TZVPD) of C5H13NO2 as an isolated structure.

Results
HOMO energy ... -8.26 eV
E ... -10976.5215 eV
E_LUMO ... 0.022 hartree
Orbital gap ... 8.872 eV
ΔE to the lowest compared entry with this formula, charge and spin ... 516.9 kJ/mol

Element x y z (Å)
C1 -1.75 -0.38 1.37
C2 -1.06 -1.46 -0.13
O1 -2.09 0.87 1.04
H1 -2.98 0.92 0.68
H2 -0.72 -0.42 1.85
H3 -2.59 -1.02 1.68
H4 -2.10 -1.30 -0.46
H5 -1.05 -2.45 0.33
H6 -0.66 -1.49 -1.14
C3 1.27 1.70 0.26
C4 1.33 0.36 -1.78
N1 0.91 0.46 -0.40
C5 0.85 -0.73 0.37
O2 0.90 -0.64 1.64
H7 1.39 -1.56 -0.12
H8 0.67 2.51 -0.16
H9 2.42 0.44 -1.89
H10 1.05 1.66 1.32
H11 2.34 1.94 0.14
H12 1.00 -0.58 -2.23
H13 0.87 1.17 -2.36